[1]
{"formula": "C2H3N3OS", "method": "ωB97M-V/def2-TZVPD", "e_homo_ha": -0.3294, "max_force_ev_per_a": 5.417, "lumo_ev": -2.00, "total_charge": 0, "total_energy_ha": -715.49155, "orbital_gap_ev": 6.961, "elements": ["C", "C", "H", "H", "H", "N", "N", "N", "O", "S"], "positions_angstrom": [[-0.14802, -0.89931, 0.04768], [0.34207, 0.43988, -0.44624], [1.70427, -2.61041, 0.17050], [-2.22976, 1.02078, 1.38387], [1.41520, 2.12940, -1.60569], [-1.08436, -0.69452, 0.94301], [-1.21844, 0.65112, 1.07203], [-0.49417, 1.36155, 0.06194], [0.04661, -2.29036, -0.20669], [1.66660, 0.89186, -1.42040]], "mulliken_charge": [0.47, 0.44, 0.31, 0.30, 0.15, -0.38, 0.04, -0.49, -0.58, -0.26]}

***

[2]
{"formula": "C2H3N3S", "method": "ωB97M-V/def2-TZVPD", "e_homo_ha": -0.3660, "max_force_ev_per_a": 1.031, "smiles": "Sn1cnnc1", "lumo_ev": 0.35, "total_charge": 0, "total_energy_ha": -640.42582, "orbital_gap_ev": 10.306, "elements": ["C", "C", "H", "H", "H", "N", "N", "N", "S"], "positions_angstrom": [[0.20012, -0.65836, -0.96529], [-1.01641, 0.19615, 0.61388], [2.15134, 0.72791, 1.00873], [1.03754, -0.82827, -1.64798], [-1.35475, 0.81643, 1.46576], [0.15902, 0.37885, -0.06046], [-0.87893, -1.37189, -0.84348], [-1.66707, -0.82245, 0.13927], [1.36914, 1.56163, 0.28957]], "mulliken_charge": [0.04, 0.05, 0.16, 0.38, 0.36, -0.11, -0.38, -0.39, -0.11]}

***

[3]
{"formula": "C2H3N3S", "method": "ωB97M-V/def2-TZVPD", "e_homo_ha": -0.7918, "max_force_ev_per_a": 3.215, "lumo_ev": -14.48, "total_charge": 2, "total_energy_ha": -639.50444, "orbital_gap_ev": 7.064, "elements": ["C", "C", "N", "N", "N", "S", "H", "H", "H"], "positions_angstrom": [[-0.96119, -0.74233, -1.09881], [0.30920, 0.57408, 1.29280], [-1.50909, -0.31520, 0.10937], [-0.75482, 0.15745, 0.90216], [0.17905, -0.30439, -1.36151], [1.25122, 1.29212, 2.40928], [-1.62586, -1.39178, -1.68660], [0.71439, -0.50621, -2.20563], [2.39711, 1.23626, 1.63894]], "mulliken_charge": [0.12, 0.56, -0.31, 0.61, -0.34, 0.24, 0.44, 0.33, 0.35]}

***

[4]
{"formula": "C2H3N3S2", "method": "ωB97M-V/def2-TZVPD", "e_homo_ha": -0.3168, "max_force_ev_per_a": 6.694, "smiles": "Sc1n[nH]c(S)n1", "lumo_ev": 0.35, "total_charge": 0, "total_energy_ha": -1038.55488, "orbital_gap_ev": 8.967, "elements": ["C", "C", "H", "H", "H", "N", "N", "N", "S", "S"], "positions_angstrom": [[1.06314, -0.14600, -0.04658], [-1.12779, -0.18914, -0.13551], [3.24842, 0.41846, 0.90933], [-1.16377, 2.05720, -0.49404], [-2.18983, -1.92353, -0.05402], [0.70994, 1.22579, 0.02801], [-0.62808, 1.08143, -0.02727], [0.00988, -0.90043, -0.27036], [2.81184, -0.85865, -0.00648], [-2.73375, -0.76514, 0.09693]], "mulliken_charge": [0.46, 0.49, 0.18, 0.34, 0.16, -0.66, 0.09, -0.55, -0.27, -0.24]}

***

[5]
{"formula": "C2H3N4", "method": "ωB97M-V/def2-TZVPD", "e_homo_ha": [-0.5089, -0.5119], "max_force_ev_per_a": 7.402, "smiles": "[H]/N=N/N=C/[N+]#C", "lumo_ev": [-6.52, -6.47], "total_charge": 1, "total_energy_ha": -296.50497, "orbital_gap_ev": [7.326, 7.457], "elements": ["C", "C", "N", "N", "N", "N", "H", "H", "H"], "positions_angstrom": [[2.12893, 0.61835, -1.04483], [0.38256, 0.21131, 0.49160], [1.38266, 0.15764, -0.29974], [-0.86385, -0.13834, 0.05210], [-1.88329, -0.40421, 0.50711], [-3.04245, 0.05880, 0.45076], [0.01199, 0.77571, 1.43253], [3.09432, 0.31584, -1.30875], [-3.95462, -0.59807, 0.57934]], "mulliken_charge": [-0.04, -0.01, 0.06, 0.17, 0.21, -0.42, 0.34, 0.35, 0.34]}

***

[6]
{"formula": "C2H3N4", "method": "ωB97M-V/def2-TZVPD", "e_homo_ha": [-0.5620, -0.5785], "max_force_ev_per_a": 3.368, "lumo_ev": [-6.84, -8.01], "total_charge": 1, "total_energy_ha": -296.58372, "orbital_gap_ev": [8.452, 7.733], "elements": ["C", "C", "N", "N", "N", "N", "H", "H", "H"], "positions_angstrom": [[0.48349, -1.38856, -2.33172], [-0.38162, -0.40818, -0.76118], [-1.27607, -1.21106, -1.46684], [-0.73778, -1.61270, -2.62312], [0.87194, -0.49982, -1.39421], [-0.69954, 0.05695, 0.43681], [1.86613, -0.27879, -1.24627], [-1.65872, -0.04853, 0.49472], [-0.15081, 0.59603, 1.20298]], "mulliken_charge": [0.37, 0.44, -0.09, -0.24, -0.09, -0.28, 0.29, 0.28, 0.32]}

***

[7]
{"formula": "C2H3N4", "method": "ωB97M-V/def2-TZVPD", "e_homo_ha": [-0.6018, -0.5990], "max_force_ev_per_a": 3.535, "smiles": "[NH2+]=C1N=C=NN1", "lumo_ev": [-9.53, -9.14], "total_charge": 1, "total_energy_ha": -296.51559, "orbital_gap_ev": [6.845, 7.157], "elements": ["C", "C", "N", "N", "N", "N", "H", "H", "H"], "positions_angstrom": [[-0.30907, -1.18378, 3.02088], [0.21851, -0.48621, 0.93289], [0.90324, -1.25107, 1.70061], [-1.29204, -0.68887, 2.47290], [-1.05148, -0.15385, 1.32571], [0.70479, -0.05243, -0.21759], [-1.83546, 0.26094, 0.88865], [1.54008, -0.52472, -0.34028], [0.90905, 0.85290, -0.57281]], "mulliken_charge": [0.23, 0.49, -0.24, -0.19, 0.20, -0.34, 0.27, 0.29, 0.28]}

***

[8]
{"formula": "C2H3N4O", "method": "ωB97M-V/def2-TZVPD", "e_homo_ha": -0.4909, "max_force_ev_per_a": 2.553, "lumo_ev": -5.14, "total_charge": 1, "total_energy_ha": -371.85691, "orbital_gap_ev": 8.217, "elements": ["C", "C", "N", "N", "N", "N", "O", "H", "H", "H"], "positions_angstrom": [[0.48420, -0.86862, -1.10633], [-0.43947, 1.87172, 1.72108], [-0.17490, -0.27812, -0.30294], [-1.26728, 0.17542, 0.10240], [-1.29380, 1.30785, 0.99806], [1.31193, -1.76952, -1.48244], [0.42206, 2.32418, 2.31196], [-2.28259, 1.56147, 1.07877], [1.70772, -1.74639, -2.41273], [1.53213, -2.57798, -0.90784]], "mulliken_charge": [0.24, 0.64, 0.35, -0.67, 0.07, -0.32, -0.15, 0.32, 0.27, 0.26]}